# C4H8N2O

An isolated molecule of C4H8N2O in a non-equilibrium geometry (wB97M-V/def2-TZVPD, the OMol25 dataset).

Properties
Spin multiplicity ... 1
SMILES string ... CC1=NCCON1
Relative energy (zero: lowest compared OMol25 entry of this formula, charge and spin) ... 5.4455 eV

```
15
Properties=species:S:1:pos:R:3:forces:R:3
O -1.42356 0.27755 0.86168 -1.7329 -3.0405 0.6609
N 0.22541 -0.41072 -0.98954 0.5738 -2.2166 -1.6387
N -0.15701 0.76960 1.01058 2.3673 0.2957 -1.9261
C -1.05917 -1.13817 0.80859 -4.6341 -2.3284 2.9042
C -0.54618 -1.53296 -0.44977 -1.9688 -0.0915 -3.4063
C 1.40982 1.71441 -0.82321 0.5724 -2.9260 0.3328
C 0.46628 0.59370 -0.30448 0.8430 1.6482 1.8739
H -0.27212 -1.24321 1.41460 2.9896 0.2494 2.7942
H -1.37897 -1.88975 -1.15439 1.1893 1.0032 0.3877
H 1.62377 1.21534 -1.88851 -0.0040 2.1193 2.2248
H -1.69718 -2.08860 1.36660 0.3261 3.1513 -1.7232
H -0.26598 1.71782 1.20249 -0.1623 2.0268 0.4555
H -0.04298 -2.46474 -0.24959 1.1455 -0.1457 -0.3863
H 2.31156 1.89078 -0.10206 -1.3576 -0.7152 -1.5850
H 0.80629 2.58893 -0.70299 -0.1474 0.9701 -0.9683
```
Positions in Å, forces in eV/Å.

---

# C8H7BrClF7NO10P2S

A cluster of 2 separate species, C8H7BrClF7NO10P2S in total in a non-equilibrium geometry (wB97M-V/def2-TZVPD, the OMol25 dataset).

Properties
Spin multiplicity ... 1
DFT total energy ... -5930.382281 Eh
Charge ... -1

```
38
Properties=species:S:1:pos:R:3:forces:R:3
Br 4.45467 3.82980 0.45892 -0.7701 -0.3833 0.1930
Cl 4.19002 -0.26013 -1.54356 -0.8618 -0.8950 0.0199
S 1.24870 0.83966 1.62750 0.6943 0.6645 5.5391
P 2.44840 -2.20094 0.21007 -0.5920 -3.4867 1.4731
P 3.14801 2.28217 -0.59858 -0.2175 1.1257 -1.6618
F -0.05210 0.67998 -0.74782 0.0164 -0.2781 1.6683
F -0.61618 2.32191 0.57296 0.4404 -1.5617 0.2697
F -1.34820 -1.05808 1.46708 0.2155 1.3102 -0.3048
F -1.96171 0.92270 2.29245 0.7791 -0.7472 -1.1288
F -3.19710 1.52382 -0.13592 0.7335 -1.1818 -0.0804
F -2.56600 -0.48909 -0.93850 0.1611 1.3919 0.9887
F -3.81807 -0.34420 0.83150 1.2835 0.8643 -0.3377
O 1.69091 3.06119 -0.86309 1.2002 -0.4581 0.8099
O -5.99542 -2.27290 -2.77510 -0.0131 0.1203 -0.1311
O 6.08384 0.85352 1.29650 1.1877 0.3557 0.4663
O 3.20632 -3.24426 -0.85251 -1.5296 2.5113 -0.0249
O -6.58493 -0.27428 -3.67159 0.0622 -0.2325 -0.0524
O 4.60502 -0.87633 0.87986 -0.9048 2.1585 0.1162
O 1.23356 -0.27615 2.55663 -0.3317 -0.3736 -2.3373
O 1.30205 2.05668 2.42940 -0.0168 -0.1639 -2.4330
O 3.81172 1.06953 1.66850 0.6280 0.1172 -0.6563
O 0.88178 -2.05357 -0.31294 2.7068 0.5740 -1.0169
N 2.48597 -2.89462 1.60381 0.4303 1.6138 -1.0085
C 5.01343 0.42106 1.28944 -2.9427 -1.4924 0.1911
C -6.22124 -1.03962 -2.74693 -0.0750 0.0143 -0.1656
C -1.55764 0.24649 1.16218 -0.8838 -0.2651 0.2311
C -6.01938 -0.37641 -1.37480 -0.1462 0.3896 0.1548
C -2.79958 0.27374 0.16007 -1.2379 -1.1676 0.3654
C 3.42186 -0.58014 0.11965 0.6643 -0.3411 -1.2090
C 2.81786 0.80865 0.64068 1.3147 0.0575 0.8100
C -0.28786 0.98703 0.57976 -1.0520 1.5107 -1.7475
H 2.98543 -2.28812 2.25716 -0.2794 -0.4349 0.2174
H 0.93473 -1.96582 -1.29169 -0.7595 -0.0165 0.5244
H -6.23045 0.69503 -1.41657 -0.0165 -0.0272 -0.0395
H 1.91779 3.85012 -1.39643 -0.3279 -0.4108 0.2428
H 3.05358 -2.88233 -1.74931 0.4702 -0.5787 0.0732
H -4.99295 -0.51332 -1.04941 -0.1573 -0.1993 -0.0544
H -6.68685 -0.83278 -0.63940 0.1274 -0.0840 0.0357
```
Positions in Å, forces in eV/Å.

---

# C22H24N2O4S2

An isolated molecule of C22H24N2O4S2 in a non-equilibrium geometry (wB97M-V/def2-TZVPD, the OMol25 dataset).

Properties
Spin multiplicity ... 1
SMILES string ... CS(=O)(=O)N(Cc1ccc(C(=O)NCCSCc2ccco2)cc1)c1ccccc1
Relative energy (zero: lowest compared OMol25 entry of this formula, charge and spin) ... 0.1493 eV

```
54
Properties=species:S:1:pos:R:3:forces:R:3
S 1.69738 2.91162 -3.24707 0.4556 -0.3031 0.1478
S -2.49625 -2.93882 3.44365 -0.0017 -0.2287 0.1948
O 2.05714 3.02775 -4.62765 0.0474 -0.2044 -0.0695
O 1.05631 -2.03555 2.71571 -0.0707 -0.3584 0.4835
O 0.17093 1.42382 3.99657 0.2424 0.1180 0.0989
O 1.43478 4.12680 -2.53770 -0.1585 0.0448 0.3248
N -1.38306 -0.14680 3.56319 -0.2542 -0.1191 0.0536
N 0.35222 1.92961 -3.05438 0.6261 0.8079 -0.0302
C -0.79431 2.47089 -2.34715 -0.2064 0.4100 0.1882
C 0.26414 2.12622 1.26723 -0.1225 -0.0496 0.1440
C -0.04481 -2.61486 2.18830 -0.3032 -0.1033 -0.7468
C -0.82151 2.13668 -0.87615 -0.1631 -0.0827 0.1251
C 1.35663 -1.14420 -4.81828 0.0046 -0.0458 0.0696
C 1.56305 -1.21469 1.78176 0.0097 0.4351 -0.8666
C 3.01218 2.00158 -2.39233 -0.6722 0.3533 -0.4218
C -0.61526 0.91430 3.22040 -0.2216 -0.2069 0.0534
C -1.88139 1.08538 1.01884 0.1315 0.0536 0.1979
C -1.89710 1.46022 -0.31201 0.0689 0.1535 -0.1018
C 0.24229 2.50375 -0.06005 -0.0802 -0.0378 0.0085
C 0.41660 0.58473 -3.42419 0.1951 -0.7183 -0.3548
C -0.25653 -1.71575 -3.15683 0.0180 -0.0462 -0.0712
C -0.24450 -2.15813 0.91642 0.0898 -0.3427 0.6052
C -0.81753 -3.56810 3.02020 -0.4272 0.3902 0.2305
C -0.77841 1.38180 1.81282 0.0520 0.3206 -0.2941
C 1.26668 0.18707 -4.45765 -0.0266 -0.1183 -0.1166
C -2.18528 -1.97121 4.96427 0.0850 -0.2218 -0.4379
C 0.60116 -2.10625 -4.16877 0.0015 -0.0933 -0.0163
C -0.35138 -0.38701 -2.78280 -0.0706 0.2158 0.0429
C -1.14588 -0.87683 4.78672 0.1667 0.2039 0.1722
C 0.80598 -1.24699 0.65260 0.4499 0.0335 0.3882
H -0.13432 -1.30439 4.77550 -0.1320 0.0728 0.0580
H -1.19282 -0.17758 5.62778 0.0538 -0.1413 -0.0378
H -0.29626 -3.78668 3.95028 0.0811 -0.1409 -0.0484
H 3.21425 1.08922 -2.93695 0.0374 -0.1354 -0.0604
H -0.72390 3.55449 -2.46718 -0.2737 -0.1297 0.0116
H 0.96615 -0.70123 -0.25438 0.0913 0.1940 -0.1734
H 3.88343 2.64428 -2.38663 0.0843 0.1745 -0.0777
H 2.68350 1.79102 -1.38319 -0.0858 -0.0282 0.1673
H 2.01845 -1.42859 -5.62280 0.0540 -0.0097 -0.0731
H 0.67420 -3.14449 -4.45373 0.0031 -0.0903 -0.0254
H 1.08962 2.39254 1.90998 0.0721 0.0156 0.0673
H 1.03573 3.10513 -0.47591 0.1011 0.0366 0.0494
H 2.44671 -0.66787 2.04203 0.1271 0.0588 0.1386
H 1.83282 0.93076 -4.99218 0.0312 -0.0454 -0.1092
H -1.01077 -4.49264 2.47678 0.1001 -0.0031 0.0843
H -3.16199 -1.55050 5.20207 -0.0188 -0.0150 0.0590
H -0.85912 -2.45141 -2.64481 -0.0602 -0.0580 0.0513
H -1.04073 -2.43642 0.25725 -0.2279 -0.1068 -0.1227
H -1.01989 -0.11228 -1.98494 -0.0383 0.0082 0.0674
H -1.70591 2.11810 -2.83939 0.1253 0.0342 -0.0040
H -1.89353 -0.65364 2.85303 0.1627 0.0805 -0.0389
H -1.89026 -2.66099 5.75451 -0.0271 0.1068 0.0600
H -2.74087 0.57467 1.42790 -0.0615 -0.0862 0.0486
H -2.75879 1.22147 -0.92069 -0.0649 -0.0521 -0.0936
```
Positions in Å, forces in eV/Å.

---

# C4H15NO3

A cluster of 4 separate species, C4H15NO3 in total in a non-equilibrium geometry (wB97M-V/def2-TZVPD, the OMol25 dataset).

Properties
Spin multiplicity ... 1
SMILES string ... C/C=C/CN.O.O.O
Relative energy (zero: lowest compared OMol25 entry of this formula, charge and spin) ... 2.6522 eV

```
23
Properties=species:S:1:pos:R:3:forces:R:3
O 2.59183 0.52367 0.04123 -1.3072 -2.6902 -0.3005
O 1.52274 -0.73702 -2.34208 -1.5297 1.5185 -0.1005
O -2.15469 -2.25222 0.79471 2.0403 0.7608 -3.0089
N -1.12975 -0.45181 -1.48735 2.6392 -2.9413 -1.7607
C -0.72140 1.34529 0.29198 -0.1650 -2.7024 3.1508
C 0.47311 0.40613 2.64878 -1.9505 0.1404 -0.2238
C -1.24730 0.91185 -1.10723 3.0172 1.4296 0.4865
C -0.32670 0.37136 1.23377 0.9148 3.9531 -0.3440
H 1.74154 0.20138 -2.17038 0.5016 -0.9596 -0.0503
H -1.62061 -1.92410 -0.07736 -2.0745 -0.3776 2.4587
H 1.71520 -0.00288 0.13701 2.0660 1.7161 -0.1102
H -2.20170 1.24011 -1.30288 -2.2882 1.0281 -0.1451
H 2.29288 -1.24687 -2.45774 1.6391 -0.5819 -0.0587
H 0.74984 1.44778 2.92917 -0.0828 -0.6942 -0.3563
H -1.58696 -0.73589 -2.41552 0.5345 1.1573 1.9720
H -0.52734 -0.55689 0.84026 -0.0351 -2.3503 -0.3503
H 2.38805 1.42992 0.17804 -0.6196 1.1269 0.3857
H -0.25024 0.05186 3.50283 1.3908 0.4009 -1.6910
H 1.40741 -0.23711 2.64632 -1.2841 0.7104 -0.1926
H -0.84424 2.40508 0.60226 0.4811 -0.6225 -0.6658
H -0.54659 1.52300 -1.71914 -0.5693 0.1495 -0.3050
H -0.05335 -0.64611 -1.72183 -3.1749 0.1615 0.8319
H -1.67174 -3.06650 0.95514 -0.1437 -0.3332 0.3781
```
Positions in Å, forces in eV/Å.

---

# C17H16N2O4S

A structure of composition C17H16N2O4S in a non-equilibrium geometry (wB97M-V/def2-TZVPD, the OMol25 dataset).

Properties
Spin multiplicity ... 1
Relative energy (zero: lowest compared OMol25 entry of this formula, charge and spin) ... 15.6704 eV

```
40
Properties=species:S:1:pos:R:3:forces:R:3
S -4.44142 1.38967 -1.94591 -2.2365 -0.5685 -5.3223
O -6.72466 -1.15664 0.55402 5.7992 2.9635 -4.5977
O 0.65733 0.70116 0.08666 5.0078 -2.2271 -2.0736
O -2.03242 1.54599 -0.80089 -0.6395 0.7572 -15.7668
O -4.55390 -1.36330 -0.65616 -3.6030 3.6885 1.6779
N -2.32095 1.61039 1.26697 -0.1202 -2.7252 -4.3072
N -3.49954 1.16484 0.49328 -2.5939 2.8441 2.9805
C 4.02277 -0.47814 -0.65587 -3.2480 10.3608 6.4221
C 0.05384 1.71384 0.57814 -4.6879 4.7316 -10.8317
C 2.88829 1.92294 0.57256 0.7030 -4.7826 -1.1687
C 6.26726 0.60431 -0.26608 1.9829 2.1149 5.0746
C 2.16857 0.84977 -0.02910 -4.9609 0.6976 1.9377
C 4.59590 -1.49137 -0.99220 7.6203 -13.7608 -7.8748
C -1.44663 1.64055 0.19394 2.8953 1.3580 15.0104
C 4.94797 0.57768 -0.00319 -3.2216 -4.0542 -4.6510
C 2.64055 -0.30542 -0.41927 0.1755 -4.2368 -4.2707
C 6.79939 -0.60596 -0.42179 4.6645 -2.7472 -5.4128
C 4.22602 1.47688 0.58404 -1.2779 11.4922 5.0006
C 6.07130 -1.55965 -1.10574 -2.5701 -2.7120 0.8058
C -3.77851 -2.13603 1.69032 -4.0690 4.0300 -1.2556
C -5.79352 -0.67628 -0.22624 -1.4932 -1.9315 0.7558
C -4.16916 -2.41956 0.18990 -3.9754 -1.3983 1.4211
C -3.37220 1.47063 -0.77051 3.8328 -2.2632 8.6576
C -5.86523 0.77666 -1.10400 3.4257 -1.0448 6.8171
H 6.59448 -2.48820 -1.58929 -1.2512 1.8843 1.1509
H 4.08498 -2.49507 -1.60454 0.9471 3.0780 2.0519
H -3.40394 -2.82756 -0.43100 0.7563 -1.0232 0.3153
H 7.90746 -0.76917 -0.74346 -1.5163 0.7280 1.5650
H -5.18752 -3.03473 0.18837 2.5291 0.2073 0.2253
H -6.65259 0.69690 -1.67600 -3.8879 -0.2461 -3.4845
H -3.58766 -3.02921 2.10562 1.4540 -3.0097 1.5644
H 2.01992 -1.19136 -0.96448 0.9619 2.4533 1.9072
H 6.87860 1.33165 0.36300 -0.7733 -0.3238 -1.4511
H -4.60928 -1.62223 2.44769 1.4466 -1.4651 -2.5388
H 4.85005 2.40676 1.09612 -0.9711 -2.4988 -0.9919
H -6.05465 1.55303 -0.32277 -0.2208 -0.8408 -0.3635
H 2.30911 2.58610 1.17256 0.6736 0.9757 0.2390
H 0.36308 2.99555 0.03546 -0.4016 -3.1770 0.6835
H 0.21717 1.99728 1.43158 1.0701 2.1785 9.7654
H -3.07025 -1.36273 1.67826 1.7739 0.4932 0.3336
```
Positions in Å, forces in eV/Å.